(1)
Entry from the OMol25 dataset: a molecular structure, C4H10NP3 at a distorted geometry (ωB97M-V/def2-TZVPD).

As for the largest force on an atom: 5.6 eV/A. The LUMO energy (alpha / beta) is 0.4083 / -2.4928 eV. As for the HOMO energy (alpha / beta): -6.4 / -8.8 eV. As for the expectation value of S²: 2.0081. As for the multiplicity: 3. The charge is 0.

Each line ends with the Mulliken spin population.
Cartesian coordinates (Å):
C (0.545, -1.229, -0.096)  0.721
C (-0.969, 0.887, -0.230)  0.027
C (1.050, -1.058, 1.360)  -0.046
C (0.121, 0.021, -0.846)  0.014
N (-0.562, 2.119, -0.142)  0.003
P (0.384, -2.799, -0.761)  1.077
P (-2.621, 0.267, 0.436)  0.015
P (1.301, 1.413, -1.486)  0.100
H (1.194, -2.074, 1.747)  0.004
H (0.347, -0.588, 2.083)  0.033
H (1.921, -0.338, 1.324)  0.040
H (-0.700, -0.386, -2.019)  0.002
H (-1.394, 2.829, -0.058)  0.000
H (-0.248, -2.401, -1.863)  0.008
H (-2.770, 1.446, 1.080)  -0.001
H (-2.229, -0.355, 1.601)  0.000
H (2.502, 0.576, -1.864)  0.002
H (2.128, 1.671, -0.268)  0.002

---

(2)
Entry from the OMol25 dataset: a gas-phase ion, C4H10NS (charge -1) at a distorted geometry (ωB97M-V/def2-TZVPD).

As for the largest force on an atom: 2.3 eV/A. The LUMO energy is 3.7382 eV. As for the HOMO energy: -2.2 eV. Its SMILES is CNCCC[S-]. The charge is -1.

Each line ends with the Mulliken charge.
Cartesian coordinates (Å):
C (-0.332, -0.577, -0.693)  -0.427
C (-0.578, -0.047, -2.081)  -0.827
S (-2.257, -0.566, -2.734)  -0.727
C (0.945, -0.008, -0.050)  -0.678
N (1.053, -0.169, 1.418)  -0.467
C (0.076, 0.688, 2.108)  -0.842
H (-1.183, -0.535, -0.034)  0.404
H (-0.196, -1.656, -0.789)  0.247
H (0.137, -0.401, -2.798)  0.249
H (-0.655, 1.040, -2.105)  0.232
H (1.807, -0.424, -0.552)  0.329
H (0.972, 1.067, -0.255)  0.317
H (0.718, -1.118, 1.571)  0.283
H (0.572, 1.593, 2.450)  0.249
H (-0.275, 0.185, 3.014)  0.315
H (-0.805, 0.928, 1.531)  0.345

---

(3)
Entry from the OMol25 dataset: 2 unconnected molecules or ions with the total composition C4H10NS at a distorted geometry (ωB97M-V/def2-TZVPD).

As for the largest force on an atom: 5.2 eV/A. The LUMO energy is -5.5412 eV. As for the HOMO energy: -14.0 eV. The charge is +1.

Each line ends with the Mulliken charge.
Cartesian coordinates (Å):
C (1.220, 0.590, -0.836)  -0.366
C (1.267, 1.827, -0.119)  -0.213
C (-1.773, -0.795, 1.645)  -0.956
C (-1.718, 0.303, 0.720)  0.343
N (0.849, 0.690, 0.581)  -0.415
S (-2.153, 0.448, -0.837)  -0.051
H (0.445, 0.526, -1.440)  0.181
H (2.091, 0.069, -1.030)  0.290
H (2.312, 2.269, -0.098)  0.264
H (0.441, 2.553, -0.258)  0.170
H (-2.339, -1.760, 1.427)  0.312
H (-2.475, -0.472, 2.522)  0.322
H (-1.006, -1.150, 2.331)  0.347
H (-1.360, 1.297, 1.178)  0.290
H (1.510, 0.279, 1.270)  0.244
H (-2.511, -0.764, -1.259)  0.237

---

(4)
Entry from the OMol25 dataset: 2 unconnected molecules or ions with the total composition C4H10NS at a distorted geometry (ωB97M-V/def2-TZVPD).

As for the largest force on an atom: 3.4 eV/A. The LUMO energy is -5.1012 eV. As for the HOMO energy: -13.0 eV. The charge is +1.

Each line ends with the Mulliken charge.
Cartesian coordinates (Å):
C (-0.767, 0.434, -0.808)  -0.736
C (0.439, -0.343, 0.750)  -0.060
C (-0.314, -0.430, -3.000)  -0.733
C (0.853, 0.049, 3.428)  -0.783
N (-0.617, 0.667, -2.121)  -0.185
S (0.192, 0.754, 1.940)  0.152
H (-1.327, -0.440, -0.542)  0.474
H (-1.015, 1.245, -0.048)  0.378
H (0.707, -1.449, 0.639)  0.344
H (-0.912, -0.451, -3.843)  0.318
H (0.753, -0.472, -3.105)  0.348
H (-0.534, -1.168, -2.302)  0.243
H (1.435, 0.932, 3.954)  0.325
H (1.447, -0.863, 3.278)  0.302
H (-0.012, -0.108, 4.130)  0.321
H (-0.327, 1.643, -2.349)  0.292

---

(5)
Entry from the OMol25 dataset: 2 unconnected molecules or ions with the total composition C4H10NS at a distorted geometry (ωB97M-V/def2-TZVPD).

As for the largest force on an atom: 3.6 eV/A. The LUMO energy (alpha / beta) is -6.4911 / -6.4920 eV. As for the HOMO energy (alpha / beta): -13.8 / -13.8 eV. The charge is +1.

Each line ends with the Mulliken charge.
Cartesian coordinates (Å):
C (-0.577, -2.188, 0.471)  -0.234
C (0.206, 2.392, 0.576)  -0.932
C (1.249, -0.448, -0.764)  -0.690
C (-0.403, 0.998, 0.181)  -0.328
N (0.569, 0.080, 0.316)  -0.032
S (-2.003, -2.421, -0.125)  0.004
H (0.060, -3.043, 0.723)  0.364
H (-0.697, 3.012, 0.347)  0.325
H (0.541, 2.413, 1.713)  0.310
H (1.041, 2.671, -0.169)  0.325
H (1.521, -1.557, -0.541)  0.278
H (2.103, 0.284, -0.839)  0.356
H (0.828, -0.347, -1.766)  0.382
H (-0.867, 0.940, -0.854)  0.418
H (-1.291, 0.868, 0.945)  0.284
H (-2.281, -3.654, -0.213)  0.170

---

(6)
Entry from the OMol25 dataset: a gas-phase ion, C4H10NS2 (charge +1) at a distorted geometry (ωB97M-V/def2-TZVPD).

As for the largest force on an atom: 6.9 eV/A. The LUMO energy is -4.4885 eV. As for the HOMO energy: -13.8 eV. The charge is +1.

Each line ends with the Mulliken charge.
Cartesian coordinates (Å):
C (-1.013, 0.001, -0.226)  0.627
C (1.291, -0.363, -0.682)  -1.409
C (-0.129, -2.142, -0.005)  -1.144
C (0.306, 2.365, 0.726)  -0.481
N (0.017, -0.781, -0.330)  0.062
S (-2.573, -0.629, 0.193)  -0.128
S (-0.996, 1.762, -0.490)  -0.081
H (1.923, -0.104, 0.049)  0.537
H (1.163, 0.449, -1.426)  0.519
H (1.855, -1.144, -1.364)  0.352
H (-0.261, -2.693, -0.911)  0.304
H (-0.837, -2.128, 0.846)  0.545
H (0.896, -2.361, 0.508)  0.357
H (0.695, 3.317, 0.595)  0.379
H (1.083, 1.488, 0.653)  0.060
H (-0.265, 2.353, 1.677)  0.277
H (-3.157, 0.612, 0.188)  0.224

---

How do the records compare in ΔE to the lowest compared entry with this formula, charge and spin? In the order shown, they have 0.0; 8.8; 89.3; 99.1; 164.0; 26.7 kcal/mol.